Record 1
{"formula": "C44H49BrN5O2S5SiZr", "method": "wB97M-V/def2-TZVPD", "de_lowest_kcal_mol": 6.0, "fmax_ha_per_bohr": 0.008, "e_lumo_ev": -2.731, "energy_ev": -191344.213, "total_charge": 1, "e_homo_ha": -0.3678, "species": ["H", "C", "H", "C", "H", "H", "N", "N", "Zr", "H", "S", "C", "N", "C", "C", "C", "C", "H", "H", "C", "C", "C", "O", "C", "H", "C", "C", "H", "H", "C", "S", "H", "Si", "S", "C", "C", "C", "H", "H", "O", "C", "C", "S", "C", "S", "C", "C", "H", "C", "H", "C", "C", "H", "C", "C", "C", "H", "C", "H", "C", "H", "N", "C", "N", "H", "C", "H", "H", "H", "H", "H", "H", "C", "H", "H", "H", "C", "H", "H", "H", "C", "H", "H", "H", "H", "C", "H", "C", "C", "H", "H", "H", "C", "H", "H", "C", "C", "H", "Br", "H", "H", "H", "H", "C", "C", "C", "H", "H"], "coordinates": [[4.719, -2.287, 3.967], [-0.738, -3.311, -0.220], [-1.804, 2.167, -2.409], [-6.040, 0.333, 4.365], [-3.112, -2.458, -1.046], [0.599, -1.998, 1.270], [2.702, -0.919, 0.072], [1.797, 2.573, -1.966], [1.028, 0.330, -1.078], [0.566, -3.179, 3.441], [-1.518, 2.809, 2.936], [0.123, 5.388, 0.325], [-6.112, -0.986, 4.236], [-5.867, -0.715, 1.869], [2.421, 1.548, 3.921], [3.811, -2.226, 3.382], [-3.028, 0.501, 0.774], [4.758, -1.176, 1.768], [-3.948, -1.994, -2.524], [-1.746, 0.524, 4.040], [2.167, 3.618, -4.104], [-1.730, -1.151, -3.926], [0.921, 1.184, 0.657], [-3.903, 1.355, 0.106], [-5.796, 2.270, 3.451], [0.860, 3.460, 1.385], [-6.032, -1.491, 3.006], [-3.322, 2.020, 4.361], [4.127, 1.347, 5.321], [-2.155, -3.544, -3.454], [-5.538, 1.726, 0.619], [1.289, 6.949, 1.340], [-0.174, -2.286, -1.727], [3.774, 1.950, 1.804], [1.484, -2.725, 3.088], [-2.388, 1.719, 3.915], [0.955, 2.004, 1.820], [-3.108, -3.450, -3.986], [-0.450, 5.984, -0.371], [3.707, 5.353, -4.331], [3.366, 4.365, -2.162], [2.670, -1.503, 1.400], [1.751, 4.706, 2.165], [-5.856, 1.202, 3.296], [5.091, 0.392, -3.606], [0.028, 3.977, 0.438], [-3.441, 1.961, -1.063], [4.081, 5.013, -1.673], [-1.779, 0.283, 0.243], [-6.112, -2.568, 2.923], [2.638, -2.798, 3.853], [2.245, 1.775, 2.590], [-3.301, 0.007, 1.693], [-5.753, 0.660, 2.026], [1.021, 5.913, 1.205], [-0.256, 1.673, 2.680], [1.429, -5.547, -3.068], [1.497, -2.064, 1.868], [-0.276, -5.132, -3.025], [3.670, 0.136, -2.958], [-1.391, -4.117, -0.564], [2.602, -0.057, -2.471], [1.116, -3.462, -2.604], [-1.324, 0.859, -0.881], [2.152, -3.653, -4.499], [-0.516, 0.502, 3.334], [-0.844, -1.277, -4.554], [0.626, -5.300, -1.523], [-1.303, -2.741, 0.524], [4.356, 5.881, -3.850], [-2.278, -4.336, -2.714], [-2.608, -1.221, -4.578], [3.108, 4.471, -3.527], [3.540, -0.343, -0.017], [-3.036, -0.792, -1.635], [5.712, 1.739, 3.270], [2.692, 3.415, -1.431], [0.166, -0.334, 3.327], [0.471, -3.173, -4.684], [2.839, -1.679, -0.595], [1.568, 2.713, -3.269], [-1.413, -3.867, -4.182], [3.109, -4.238, -2.284], [2.860, 3.329, -0.369], [-4.072, 2.629, -1.633], [-3.034, -1.836, -1.941], [-1.103, -0.392, 0.751], [0.680, -4.937, -2.551], [-1.815, -2.193, -2.807], [-6.128, 0.723, 5.374], [2.626, -3.306, 4.808], [1.938, 3.671, -5.157], [1.354, -3.043, -4.060], [1.667, -1.997, -4.130], [-2.128, -0.302, 4.624], [2.480, -3.429, -1.901], [-2.166, 1.693, -1.509], [0.105, -3.780, 0.289], [0.294, 1.481, -3.923], [-0.637, 3.366, -0.153], [2.397, -3.591, -0.819], [-1.729, -0.142, -3.509], [3.019, -2.504, -2.119], [3.792, 1.511, 4.308], [4.634, 1.716, 3.265], [3.833, -1.592, 2.150], [-5.820, -1.171, 0.888], [1.599, 1.442, 4.612]], "forces_ev_per_a": [[0.000, 0.001, 0.000], [-0.047, -0.065, -0.024], [0.004, 0.000, -0.002], [-0.017, 0.004, 0.000], [-0.004, -0.011, -0.012], [0.025, 0.062, 0.031], [-0.145, -0.138, -0.063], [-0.280, -0.159, -0.046], [0.042, 0.202, 0.214], [-0.003, 0.001, -0.003], [-0.018, 0.035, 0.055], [0.015, 0.020, -0.008], [-0.005, -0.005, -0.001], [0.028, -0.005, 0.011], [0.000, 0.063, -0.007], [0.018, 0.023, 0.016], [-0.048, 0.014, -0.057], [0.007, 0.019, 0.003], [-0.002, 0.012, -0.010], [-0.014, -0.020, 0.020], [0.002, 0.009, 0.010], [-0.021, -0.008, -0.004], [0.413, 0.110, 0.078], [-0.018, -0.054, 0.065], [0.003, 0.004, 0.003], [0.077, 0.036, 0.007], [-0.007, 0.003, -0.001], [0.001, -0.013, -0.002], [-0.004, -0.006, -0.001], [0.004, -0.011, 0.011], [0.070, 0.023, -0.012], [-0.002, -0.002, 0.009], [-0.072, 0.064, -0.115], [-0.037, -0.063, -0.108], [-0.032, 0.039, 0.035], [0.032, 0.020, -0.007], [-0.169, 0.019, -0.043], [-0.002, 0.000, 0.003], [-0.001, -0.004, 0.002], [-0.001, -0.008, 0.002], [0.006, 0.005, 0.014], [0.050, -0.053, -0.020], [0.004, -0.014, -0.015], [-0.001, 0.012, 0.003], [-0.018, 0.019, -0.003], [0.016, -0.015, -0.051], [-0.038, -0.007, -0.015], [-0.003, -0.001, 0.001], [-0.004, 0.004, 0.002], [0.002, 0.000, 0.004], [-0.007, -0.003, -0.004], [-0.036, -0.100, 0.023], [-0.007, -0.012, 0.010], [0.005, -0.030, -0.072], [-0.024, 0.002, -0.007], [0.054, -0.005, 0.038], [0.002, -0.001, 0.001], [-0.038, 0.077, 0.022], [0.000, -0.003, 0.000], [0.017, -0.021, -0.038], [-0.006, 0.008, -0.009], [0.094, 0.069, 0.126], [0.004, -0.007, -0.010], [0.090, -0.040, 0.051], [-0.002, 0.001, -0.003], [0.020, 0.002, -0.003], [0.000, -0.006, -0.006], [-0.002, 0.000, 0.003], [-0.002, 0.002, -0.001], [0.001, 0.002, 0.001], [0.005, -0.003, -0.003], [0.004, -0.004, -0.003], [0.000, 0.016, -0.014], [-0.035, 0.074, 0.045], [0.007, -0.018, 0.012], [-0.001, -0.012, -0.005], [-0.026, 0.001, 0.041], [0.034, -0.067, -0.014], [-0.016, -0.007, -0.005], [0.047, 0.015, 0.011], [-0.025, -0.014, -0.009], [0.008, 0.004, -0.013], [-0.002, 0.001, 0.000], [0.013, -0.030, 0.077], [0.005, 0.014, 0.005], [-0.006, 0.019, 0.018], [-0.015, -0.005, 0.000], [0.003, 0.005, -0.013], [0.004, -0.029, -0.005], [0.004, 0.000, 0.000], [0.002, -0.001, -0.002], [0.002, -0.002, -0.001], [-0.002, -0.001, 0.002], [0.002, 0.000, 0.004], [0.005, 0.002, 0.010], [-0.002, -0.015, 0.027], [0.028, 0.041, -0.025], [-0.022, -0.022, -0.023], [0.021, -0.033, -0.192], [-0.013, -0.020, -0.023], [0.002, 0.007, -0.004], [-0.013, -0.005, 0.003], [0.002, -0.004, -0.026], [-0.015, 0.001, 0.023], [0.010, -0.047, -0.016], [0.013, 0.051, 0.014], [0.002, 0.003, 0.000], [-0.002, -0.011, 0.012]]}

***

Record 2
{"formula": "C44H49MnN6O3P3", "method": "wB97M-V/def2-TZVPD", "spin_multiplicity": 6, "fmax_ha_per_bohr": 0.023, "e_lumo_ev": [-0.010, 0.015], "energy_ev": -120690.878, "e_homo_ha": [-0.1581, -0.2328], "species": ["C", "C", "C", "H", "H", "N", "H", "C", "H", "H", "C", "C", "H", "C", "H", "C", "C", "C", "C", "N", "H", "C", "H", "H", "N", "H", "C", "C", "H", "C", "C", "H", "C", "H", "H", "C", "C", "C", "O", "H", "C", "C", "C", "H", "H", "C", "C", "H", "Mn", "C", "H", "H", "H", "H", "C", "H", "C", "H", "H", "H", "C", "H", "C", "H", "N", "H", "H", "H", "H", "C", "H", "H", "C", "O", "P", "H", "C", "H", "H", "H", "P", "H", "O", "N", "C", "C", "C", "H", "H", "H", "C", "C", "P", "C", "H", "N", "C", "C", "H", "C", "H", "C", "C", "H", "H", "H"], "coordinates": [[-1.369, -1.267, 2.720], [2.892, -1.157, -5.500], [-0.811, -0.594, -1.680], [5.645, -1.660, -2.174], [-0.099, 2.462, -3.980], [5.739, -0.706, -0.313], [1.463, 1.832, -0.369], [-3.785, 0.061, -2.658], [0.025, -5.414, -0.314], [0.745, 5.835, -3.126], [2.090, 4.237, -2.635], [-1.411, 0.133, 2.958], [-0.608, 1.343, -2.426], [5.831, -1.085, 1.099], [0.704, 0.800, -6.444], [-4.175, 0.342, -1.369], [-1.436, 0.743, -2.029], [-2.474, 0.590, -3.165], [-2.020, 1.409, -0.793], [4.732, -2.902, -0.764], [-0.233, -3.574, 1.479], [-5.321, -3.633, -0.125], [2.728, -2.113, 1.900], [5.776, -0.187, 1.715], [-0.066, -0.228, 1.198], [5.809, -3.700, 0.823], [-0.824, -4.020, -1.730], [-5.393, -4.347, 1.063], [-3.786, 1.394, 0.453], [-4.096, -3.172, -0.586], [-3.355, 1.055, -0.483], [-6.353, -4.698, 1.420], [3.471, -1.408, 1.517], [3.392, -0.871, -4.577], [-1.229, 1.921, -5.233], [2.274, 3.093, -1.878], [4.532, 0.082, -0.577], [-1.098, -3.749, -3.064], [2.073, 0.230, -2.932], [-2.851, -0.812, -4.649], [1.257, 2.675, -1.029], [-0.396, 2.163, 1.676], [-3.022, -4.142, 1.353], [0.783, -2.645, 0.384], [-1.046, 5.045, -1.620], [-0.546, -1.435, 1.625], [0.044, 3.349, -0.907], [-4.313, -5.152, 2.735], [0.760, 0.094, -0.655], [3.395, -2.402, -1.093], [0.666, 2.383, 1.540], [-2.136, -4.329, 1.944], [6.735, -2.400, -0.987], [-4.438, -0.443, -3.363], [-0.113, 4.496, -1.690], [-2.603, 1.598, -3.580], [1.400, -1.435, -5.333], [-5.159, 0.030, -1.033], [0.078, 3.035, -5.626], [-6.219, -3.423, -0.690], [-0.949, -0.830, -4.853], [4.494, 0.365, -1.631], [-4.251, -4.604, 1.805], [1.774, 1.303, -5.145], [-2.057, -0.324, -4.255], [6.804, -1.554, 1.257], [0.956, -1.582, -6.316], [3.452, -0.548, 2.190], [-0.735, 2.781, 2.508], [-0.697, -4.650, -4.040], [3.076, -0.370, -6.232], [0.275, -6.516, -4.435], [-0.040, -5.815, -3.672], [-1.124, -1.712, -5.691], [-1.374, 2.795, 0.142], [4.053, -3.893, 0.947], [-0.179, -5.194, -1.356], [3.192, 2.527, -1.956], [2.650, -3.169, -0.867], [0.729, -7.008, -2.057], [2.983, -0.851, -0.174], [2.875, 4.578, -3.298], [-1.734, -1.541, -1.203], [0.359, -1.081, -2.246], [0.893, 4.938, -2.537], [-0.204, -2.678, 0.856], [1.009, -0.313, -3.215], [3.321, -2.195, -2.163], [-1.605, -2.838, -3.351], [-1.963, 0.647, 3.730], [5.762, -1.926, -1.122], [0.510, -0.332, -4.651], [-1.387, -2.881, -0.479], [0.219, -6.095, -2.337], [-4.039, -2.580, -1.493], [4.800, -2.029, 1.535], [-0.610, 0.726, 2.001], [-2.952, -3.431, 0.162], [4.558, 1.001, 0.013], [0.749, 1.007, -5.371], [-1.887, -2.042, 3.265], [4.850, -3.204, 0.663], [-0.185, 2.161, -5.028], [3.372, -2.064, -5.875], [-0.897, -4.425, -5.079], [1.246, -2.374, -4.796]], "forces_ev_per_a": [[-0.043, 0.156, -0.050], [-0.087, 0.058, -0.020], [0.469, 0.246, -0.767], [0.013, 0.012, -0.007], [0.023, -0.004, -0.067], [-0.084, -0.022, 0.014], [0.386, 0.401, 0.366], [-0.018, 0.067, 0.403], [-0.020, 0.019, 0.002], [-0.007, -0.002, 0.010], [0.006, 0.007, -0.037], [-0.023, -0.119, 0.024], [-0.042, 0.025, 0.055], [-0.040, -0.015, -0.027], [-0.039, 0.027, -0.001], [-0.060, -0.181, -0.407], [-0.043, -0.511, -0.067], [0.013, -0.028, -0.197], [-0.625, 0.001, -0.165], [-0.037, 0.057, 0.027], [0.015, -0.013, -0.021], [0.136, 0.056, -0.070], [-0.002, -0.017, 0.000], [-0.007, 0.009, 0.000], [0.031, -0.032, -0.321], [0.021, -0.001, 0.000], [-0.039, -0.083, 0.248], [-0.125, -0.037, 0.045], [0.032, 0.009, 0.008], [-0.254, 0.029, 0.037], [0.497, 0.273, 0.009], [0.007, 0.001, -0.012], [0.079, -0.077, 0.010], [-0.014, 0.000, 0.115], [0.059, 0.014, -0.023], [-0.043, 0.016, -0.025], [0.064, -0.120, 0.025], [0.028, -0.111, -0.251], [-0.013, 0.128, -0.128], [-0.029, 0.015, 0.046], [-0.036, 0.144, -0.036], [0.016, -0.104, -0.038], [-0.190, -0.133, 0.114], [0.042, 0.073, 0.060], [0.012, 0.012, -0.013], [0.254, -0.158, 0.152], [-0.064, -0.032, -0.176], [-0.008, 0.004, 0.001], [-0.273, -0.582, 1.023], [0.060, -0.018, 0.037], [0.017, -0.014, 0.041], [-0.003, -0.018, 0.015], [0.018, -0.005, 0.007], [-0.023, 0.031, 0.012], [-0.076, -0.027, -0.013], [0.005, 0.008, -0.022], [0.068, 0.122, 0.007], [-0.003, 0.029, -0.012], [0.005, -0.007, 0.001], [-0.003, -0.001, 0.003], [0.230, 0.149, -0.231], [0.008, -0.008, -0.018], [0.170, 0.062, -0.072], [0.038, -0.003, -0.032], [-0.035, -0.006, 0.149], [0.017, -0.008, -0.002], [0.046, -0.055, 0.030], [0.021, 0.008, 0.019], [-0.032, 0.028, -0.024], [-0.053, 0.074, 0.089], [-0.011, 0.017, 0.023], [-0.001, 0.000, 0.009], [0.046, -0.089, -0.091], [-0.244, -0.093, 0.050], [0.176, -0.041, 0.226], [-0.003, -0.003, 0.008], [0.189, -0.190, -0.181], [-0.021, -0.020, 0.022], [0.004, -0.023, -0.008], [0.003, 0.000, -0.010], [0.360, 0.053, -0.053], [-0.015, 0.020, -0.001], [0.050, 0.315, 0.079], [-0.499, 0.529, -0.090], [-0.028, -0.029, 0.024], [0.043, 0.087, 0.078], [-0.287, -0.472, 0.074], [0.012, 0.005, -0.014], [-0.015, 0.000, 0.030], [-0.001, -0.023, -0.005], [-0.020, 0.008, -0.003], [-0.019, -0.231, 0.002], [-0.176, -0.195, -0.137], [-0.059, 0.140, 0.150], [0.028, 0.001, 0.020], [-0.050, 0.057, -0.068], [-0.056, 0.120, -0.065], [0.116, 0.079, -0.030], [0.018, 0.017, 0.012], [0.027, 0.012, 0.019], [0.011, 0.017, 0.016], [-0.021, 0.021, -0.006], [0.003, 0.032, 0.021], [-0.007, 0.023, -0.010], [0.018, 0.021, 0.012], [0.009, 0.022, 0.049]]}